This record from OMol25 describes a gas-phase ion, H2NO4P (charge -2) in a non-equilibrium geometry. The level of theory is wB97M-V/def2-TZVPD.

The geometry in XYZ format:
```
8
Properties=species:S:1:pos:R:3:forces:R:3:lowdin_charge:R:1
N -1.3047 -0.8408 0.1760 0.23 1.13 0.14 -0.150
O 1.4867 1.2717 -1.3599 -0.48 -0.04 -0.06 -0.480
O 0.3987 1.2549 0.9839 -0.60 1.56 1.33 -0.468
O 1.3909 -0.9226 0.1323 -0.95 2.22 -0.85 -0.580
O -0.7605 -0.0167 -0.9008 0.73 0.16 -0.43 -0.448
P 0.7575 0.5331 -0.2609 1.76 -3.89 -0.43 0.039
H -1.6379 0.0179 0.7418 1.16 -2.43 0.11 0.047
H -0.3308 -1.2974 0.4875 -1.85 1.28 0.20 0.039
```
Positions in Å, forces in eV/Å.

Values from the calculation:
2S+1 = 1
Energy relative to the best compared isomer or geometry (same formula, charge and spin) = 0.359 eV
Total charge = -2
Max |F| = 0.0834 Eh/bohr
Energy = -698.2743 Eh
Structure (SMILES) = NOP(=O)([O-])[O-]
E_HOMO = 0.0329 hartree

=====

This record from OMol25 describes 2 unconnected molecules or ions with the total composition H2NOS2 in a non-equilibrium geometry. The level of theory is wB97M-V/def2-TZVPD.

The geometry in XYZ format:
```
6
Properties=species:S:1:pos:R:3:forces:R:3:lowdin_charge:R:1
N 1.7605 -1.3414 1.3336 1.52 -2.66 -1.18 -0.751
O 2.2133 -2.2770 0.5718 -0.90 1.82 1.59 -0.372
S -2.1434 1.4635 -1.1499 0.40 -0.97 -0.23 0.370
S 0.8852 -0.1667 0.6311 -0.69 0.87 -0.46 0.240
H -1.3473 2.0077 -0.2377 0.18 0.15 0.26 -0.256
H -1.3684 0.3139 -1.1488 -0.50 0.79 0.03 -0.232
```
Positions in Å, forces in eV/Å.

Values from the calculation:
2S+1 = 1
Energy relative to the best compared isomer or geometry (same formula, charge and spin) = 1.324 eV
Total charge = -1
Max |F| = 0.0638 Eh/bohr
Energy = -927.5376 Eh
E_HOMO = -0.1157 hartree

=====

This record from OMol25 describes a molecular structure, H2NaO in a non-equilibrium geometry. The level of theory is wB97M-V/def2-TZVPD.

The geometry in XYZ format:
```
4
Properties=species:S:1:pos:R:3:forces:R:3:lowdin_charge:R:1
O 0.2233 0.1959 0.0936 1.95 -0.68 -0.07 -0.104
H 0.6408 -0.4450 0.7125 -0.10 0.71 -0.48 0.106
H 0.8859 0.3152 -0.6241 -0.46 0.01 0.73 0.111
Na -1.7500 -0.0661 -0.1820 -1.38 -0.04 -0.18 0.887
```
Positions in Å, forces in eV/Å.

Values from the calculation:
2S+1 = 1
Energy relative to the best compared isomer or geometry (same formula, charge and spin) = 0.172 eV
Total charge = +1
Max |F| = 0.0402 Eh/bohr
Energy = -238.5335 Eh
E_HOMO = -0.6595 hartree

=====

This record from OMol25 describes a single H2O molecule. The level of theory is wB97M-V/def2-TZVPD.

The geometry in XYZ format:
```
3
Properties=species:S:1:pos:R:3:forces:R:3:lowdin_charge:R:1
H -0.7201 -0.2713 0.1156 -0.25 -0.08 0.06 0.027
H 0.6641 0.0106 -0.4103 0.04 0.10 0.11 0.033
O 0.0561 0.2607 0.2947 0.21 -0.02 -0.17 -0.059
```
Positions in Å, forces in eV/Å.

Values from the calculation:
2S+1 = 1
Energy relative to the best compared isomer or geometry (same formula, charge and spin) = 0.002 eV
Max |F| = 0.0053 Eh/bohr
Energy = -76.4335 Eh
Structure (SMILES) = O
E_HOMO = -0.4278 hartree

=====

This record from OMol25 describes a single H2O2 molecule in a non-equilibrium geometry. The level of theory is wB97M-V/def2-TZVPD.

The geometry in XYZ format:
```
4
Properties=species:S:1:pos:R:3:forces:R:3:lowdin_charge:R:1
H -1.0616 -0.1526 0.5689 0.01 -0.14 1.54 0.070
H 1.0205 0.5994 -0.1381 0.32 1.13 -0.07 0.073
O -0.6658 -0.1551 -0.2853 -1.08 0.33 -2.11 -0.076
O 0.7069 -0.2917 -0.1455 0.75 -1.33 0.65 -0.067
```
Positions in Å, forces in eV/Å.

Values from the calculation:
2S+1 = 1
Energy relative to the best compared isomer or geometry (same formula, charge and spin) = 0.044 eV
Max |F| = 0.0466 Eh/bohr
Energy = -151.5672 Eh
Structure (SMILES) = OO
E_HOMO = -0.4106 hartree

=====

This record from OMol25 describes 2 unconnected molecules or ions with the total composition H2O2PS in a non-equilibrium geometry. The level of theory is wB97M-V/def2-TZVPD.

The geometry in XYZ format:
```
6
Properties=species:S:1:pos:R:3:forces:R:3:lowdin_charge:R:1
O 0.8187 -0.7649 0.8989 -1.68 -1.29 1.93 -0.824
O -1.5133 0.5144 -0.1923 -0.76 -0.19 0.33 -0.905
P 1.1530 0.2293 -0.1982 2.62 2.08 0.59 0.494
S -1.4866 -0.5981 0.8607 0.51 -0.40 0.10 0.497
H 0.0584 1.1488 -0.0612 0.22 0.11 -1.09 -0.107
H 0.9698 -0.5295 -1.3079 -0.91 -0.30 -1.87 -0.155
```
Positions in Å, forces in eV/Å.

Values from the calculation:
2S+1 = 1
Energy relative to the best compared isomer or geometry (same formula, charge and spin) = 2.672 eV
Total charge = -1
Max |F| = 0.0660 Eh/bohr
Energy = -891.1710 Eh
E_HOMO = -0.0991 hartree

=====

This record from OMol25 describes 2 unconnected molecules or ions with the total composition H2O3PS in a non-equilibrium geometry. The level of theory is wB97M-V/def2-TZVPD.

The geometry in XYZ format:
```
7
Properties=species:S:1:pos:R:3:forces:R:3:lowdin_charge:R:1
O 2.0982 0.0129 -0.5659 -0.39 0.40 0.77 -0.495
O 1.2643 1.9451 0.6685 -0.03 0.80 0.12 -0.456
O -1.2435 -0.3717 1.3457 0.33 0.07 -0.55 -0.818
P -1.5635 -0.5654 -0.1551 -1.64 -0.56 0.06 0.355
S 1.1605 0.5397 0.4234 0.92 -1.17 -1.08 0.743
H -0.7703 0.2536 -1.0876 0.52 0.00 0.54 -0.177
H -0.9457 -1.8141 -0.6289 0.28 0.45 0.15 -0.152
```
Positions in Å, forces in eV/Å.

Values from the calculation:
2S+1 = 1
Energy relative to the best compared isomer or geometry (same formula, charge and spin) = 0.520 eV
Total charge = -1
Max |F| = 0.0358 Eh/bohr
Energy = -966.4786 Eh
E_HOMO (alpha / beta) = -0.1058 / -0.1058 hartree

=====

This record from OMol25 describes a single H2O4S3 molecule in a non-equilibrium geometry. The level of theory is wB97M-V/def2-TZVPD.

The geometry in XYZ format:
```
9
Properties=species:S:1:pos:R:3:forces:R:3:lowdin_charge:R:1
O -1.1755 -0.1839 0.7587 0.84 0.32 0.46 -0.710
O 1.2120 -0.1007 1.8853 -0.18 0.27 0.24 -0.410
O -3.4578 0.7100 -0.2939 1.02 -0.20 0.75 -0.522
O 1.0029 -0.7952 -0.5481 0.66 0.66 1.05 -0.822
S -2.1410 0.1512 -0.6080 0.92 0.74 -1.69 0.853
S 2.3679 0.2843 -0.8255 -3.51 0.76 -1.00 0.821
S 0.4163 -0.9535 1.0710 -1.28 0.86 -2.55 0.954
H -1.4007 1.3547 -1.1972 -0.68 -1.62 1.34 0.037
H 3.1760 -0.4670 -0.2424 2.21 -1.79 1.38 -0.200
```
Positions in Å, forces in eV/Å.

Values from the calculation:
2S+1 = 1
Energy relative to the best compared isomer or geometry (same formula, charge and spin) = 1.670 eV
Max |F| = 0.0725 Eh/bohr
Energy = -1496.5801 Eh
E_HOMO = -0.3578 hartree

=====

This record from OMol25 describes 3 unconnected molecules or ions with the total composition H2O5P2 in a non-equilibrium geometry. The level of theory is wB97M-V/def2-TZVPD.

The geometry in XYZ format:
```
9
Properties=species:S:1:pos:R:3:forces:R:3:lowdin_charge:R:1
O -2.4709 -1.4031 -1.1338 1.55 -0.60 0.65 -0.560
O -4.6155 -0.5207 -1.9530 -0.23 -1.13 1.19 -0.627
O -0.7761 -3.2096 -0.1635 -1.94 0.69 0.91 -0.260
O 4.0178 5.1948 0.9377 0.64 0.05 1.52 -0.673
O 5.4765 3.1619 1.1747 -0.23 1.52 1.80 -0.684
P 4.9186 4.4150 1.8958 -0.31 -1.49 -3.29 0.357
P -3.9477 -1.4813 -0.9723 -1.39 1.68 -1.70 0.433
H -1.5099 -2.4166 -0.4148 1.59 -2.09 0.54 0.008
H -1.0929 -3.7404 0.6291 0.32 1.38 -1.63 0.006
```
Positions in Å, forces in eV/Å.

Values from the calculation:
2S+1 = 1
Energy relative to the best compared isomer or geometry (same formula, charge and spin) = 0.914 eV
Total charge = -2
Max |F| = 0.0705 Eh/bohr
Energy = -1060.2793 Eh
E_HOMO = -0.0898 hartree